A structure of composition C19H18AuN2OP in a non-equilibrium geometry. Source: the Open Molecules 2025 dataset; level of theory: wB97M-V/def2-TZVPD.

The calculation puts the highest occupied orbital energy at -7.59 eV. As for the gap between HOMO and LUMO: 7.947 eV.

XYZ file:
```
42
Properties=species:S:1:pos:R:3:forces:R:3
Au 13.289 10.023 4.858 -0.12 0.24 -0.28
C 6.303 6.573 5.269 -0.22 -0.20 -0.91
C 7.356 6.136 6.087 -0.70 -0.10 1.26
C 8.643 6.521 5.839 -0.59 1.14 -2.99
C 8.962 7.315 4.680 -0.50 -0.12 1.52
C 7.928 7.726 3.827 -0.44 -0.48 0.09
C 6.610 7.298 4.104 -0.37 0.12 -0.30
P 10.607 8.062 4.462 0.84 0.48 -0.35
C 11.630 7.222 5.786 -1.34 -0.15 -2.62
C 11.718 7.648 7.069 0.73 -0.89 0.79
C 12.297 6.744 7.978 -0.69 3.04 0.81
C 12.725 5.528 7.617 1.11 -1.72 -0.72
C 12.707 5.125 6.284 -0.61 0.77 -1.25
C 12.146 5.996 5.333 0.00 -0.28 1.09
C 10.309 9.767 5.086 -1.23 0.84 0.75
C 9.011 10.291 5.338 0.91 -0.56 0.13
C 8.818 11.631 5.646 -0.52 0.83 -0.44
C 9.899 12.503 5.792 1.17 -0.85 -0.24
C 11.199 11.986 5.641 -1.49 -0.77 -0.09
C 11.373 10.649 5.258 1.84 -0.32 -0.33
H 5.239 6.310 5.421 0.88 0.04 0.18
H 7.279 5.565 7.044 -0.73 0.37 -1.08
H 9.366 6.133 6.475 1.52 -0.25 0.96
H 8.099 8.407 2.963 0.08 -0.73 0.69
H 5.791 7.525 3.365 0.93 -0.06 1.01
H 11.389 8.642 7.297 -0.17 0.23 0.49
H 12.469 7.099 8.984 -0.18 -0.17 0.27
H 13.186 4.916 8.367 0.09 -0.42 0.18
H 13.108 4.191 5.930 0.10 -0.33 0.25
H 12.021 5.747 4.274 0.27 -0.07 0.43
H 8.185 9.596 5.341 -0.27 0.26 -0.20
H 7.796 12.050 5.633 0.55 -0.41 0.40
H 9.840 13.560 5.993 -0.56 0.12 0.09
H 12.060 12.599 5.790 0.32 0.41 0.03
N 17.186 8.149 4.875 0.96 -1.58 0.88
C 15.930 8.539 5.083 -1.97 -0.35 -0.51
N 15.206 7.874 6.000 0.15 -0.42 0.64
O 15.410 9.397 4.344 -0.20 0.65 0.66
H 17.688 7.557 5.528 -0.54 0.14 0.01
H 17.760 8.837 4.510 1.11 1.39 -1.23
H 15.466 6.952 6.317 0.04 0.26 0.05
H 14.252 8.167 6.153 -0.14 -0.13 -0.17
```
Positions in Å, forces in eV/Å.



A cluster of 3 separate species, C2H3BrF2 in total in a non-equilibrium geometry. Source: the Open Molecules 2025 dataset; level of theory: wB97M-V/def2-TZVPD.

The calculation puts the highest occupied orbital energy (alpha / beta) at -6.56 / -11.45 eV. As for the gap between HOMO and LUMO (alpha / beta): 7.116 / 8.277 eV. The energy above the lowest of the compared OMol25 structures with the same formula, charge and spin is 2.482 eV. The multiplicity is 3.

XYZ file:
```
8
Properties=species:S:1:pos:R:3:forces:R:3
C -0.806 -0.266 -0.010 -2.99 0.30 -5.71
C 0.387 -0.430 0.603 7.02 -0.92 2.11
F 0.569 -0.360 1.896 -0.76 0.28 1.33
F 0.471 2.011 -0.633 -1.96 -4.09 -1.98
Br 1.918 -1.049 -0.226 -0.21 -0.26 -0.37
H -0.050 0.978 -1.096 1.49 4.48 2.21
H -0.833 -0.577 -1.100 -0.40 0.17 1.50
H -1.655 -0.308 0.565 -2.18 0.05 0.90
```
Positions in Å, forces in eV/Å.



A cluster of 2 separate species, C2H4IN3S in total in a non-equilibrium geometry. Source: the Open Molecules 2025 dataset; level of theory: wB97M-V/def2-TZVPD.

The calculation puts the highest occupied orbital energy at -8.68 eV. As for the gap between HOMO and LUMO: 7.322 eV. The energy above the lowest of the compared OMol25 structures with the same formula, charge and spin is 0.622 eV. Its SMILES is [H]/N=N/C#N.CSI.

XYZ file:
```
11
Properties=species:S:1:pos:R:3:forces:R:3
H 1.778 1.524 -1.937 -0.16 0.38 -0.11
N 0.823 1.194 -1.748 -2.03 0.04 1.24
N 0.369 1.915 -0.830 2.88 0.96 -0.80
C -0.649 1.849 -0.007 -0.51 -1.12 -0.77
N -1.368 1.826 0.893 -0.47 0.24 0.31
C -0.882 -1.388 0.733 2.07 -1.36 1.11
S 0.841 -1.644 1.386 -0.26 -0.12 1.09
I 2.255 -1.129 -0.392 0.62 -0.25 -0.38
H -1.267 -0.554 1.265 -0.74 0.43 0.10
H -0.587 -1.220 -0.260 -0.83 0.40 -1.59
H -1.312 -2.373 0.896 -0.58 0.39 -0.18
```
Positions in Å, forces in eV/Å.



The molecule C3H2Cl2F2O in a non-equilibrium geometry. Source: the Open Molecules 2025 dataset; level of theory: wB97M-V/def2-TZVPD.

The calculation puts the highest occupied orbital energy at -10.87 eV. As for the gap between HOMO and LUMO: 10.562 eV. The energy above the lowest of the compared OMol25 structures with the same formula, charge and spin is 0.085 eV. Its SMILES is O=CC(Cl)(Cl)C(F)F.

XYZ file:
```
10
Properties=species:S:1:pos:R:3:forces:R:3
O 1.004 -1.570 -0.770 2.44 4.39 3.01
C 1.342 -0.574 -0.037 -1.27 -4.53 -2.17
C 0.230 0.354 0.397 -0.84 -0.05 -0.95
Cl 0.963 1.954 0.010 -0.72 -0.09 0.34
Cl -0.210 0.082 2.084 0.54 0.34 -0.02
C -1.130 0.098 -0.447 1.61 -0.89 2.29
F -2.056 0.919 0.007 -0.76 1.13 0.06
F -1.572 -1.153 -0.148 0.22 0.27 -0.40
H 2.389 -0.328 0.383 -1.35 -0.61 -0.81
H -0.960 0.219 -1.479 0.12 0.04 -1.35
```
Positions in Å, forces in eV/Å.



A cluster of 3 separate species, C10H26BrN4O8P2 in total in a non-equilibrium geometry. Source: the Open Molecules 2025 dataset; level of theory: wB97M-V/def2-TZVPD.

The calculation puts the highest occupied orbital energy at -12.07 eV. As for the gap between HOMO and LUMO: 7.891 eV. Its total charge is +1.

XYZ file:
```
51
Properties=species:S:1:pos:R:3:forces:R:3
Br -3.722 -1.403 -3.892 0.29 0.33 0.19
C -2.523 -0.137 -4.770 0.04 -0.06 -0.82
C -1.209 -0.805 -5.153 -0.25 -0.63 0.34
C -0.206 -0.992 -3.995 0.48 0.49 -0.48
C -0.183 0.125 -3.010 -0.16 -1.25 0.13
N 0.097 1.422 -3.173 -0.17 -0.21 0.12
N 0.018 1.976 -1.988 0.00 0.64 -0.39
N -0.288 1.076 -1.142 -0.53 -1.02 1.22
N -0.436 -0.114 -1.716 0.46 0.64 -1.12
H -3.028 0.154 -5.687 -0.12 0.01 0.11
H -2.403 0.765 -4.173 -0.11 -0.14 0.20
H -0.731 -0.329 -6.010 -0.06 0.40 0.22
H -1.460 -1.811 -5.498 0.10 0.05 -0.09
H 0.793 -1.025 -4.439 0.01 -0.09 0.12
H -0.335 -1.926 -3.449 -0.24 0.03 -0.04
H -0.397 1.197 -0.142 -0.04 0.26 -0.02
H -0.689 -0.993 -1.254 -0.57 0.12 0.51
C -5.353 -3.017 1.691 -0.23 -0.28 -0.10
O -4.111 -3.160 0.944 -1.07 2.78 2.11
P -2.830 -2.155 1.257 4.94 -3.84 -3.18
O -2.401 -1.828 -0.126 0.02 0.88 0.04
O -1.957 -3.385 1.873 -0.23 0.31 0.57
C -2.505 -4.207 2.915 0.00 -0.20 -0.28
O -1.920 -1.042 2.097 -3.22 0.64 0.59
C -2.158 -0.891 3.517 0.24 -0.12 0.17
H -6.184 -3.083 0.992 0.08 0.02 -0.06
H -5.437 -3.825 2.416 0.06 0.01 -0.02
H -5.412 -2.062 2.213 -0.05 0.01 -0.03
H -2.951 -5.101 2.479 -0.06 0.03 0.02
H -3.258 -3.678 3.501 0.01 -0.06 0.06
H -1.695 -4.505 3.576 0.06 0.07 -0.04
H -1.752 -1.746 4.059 -0.01 0.00 -0.06
H -3.221 -0.789 3.731 0.02 0.08 0.06
H -1.648 0.008 3.851 0.01 0.02 -0.12
C 2.667 2.420 -0.533 0.20 -0.33 0.09
O 3.826 1.620 -0.243 -0.42 3.21 0.19
P 5.220 2.340 0.380 4.03 -5.06 1.54
O 6.251 1.688 -0.440 -0.50 0.63 -0.28
O 5.041 1.606 1.832 -0.54 0.63 -0.02
C 3.802 1.703 2.532 0.10 -0.26 -0.14
O 6.088 3.599 1.018 -2.79 1.06 -1.43
C 5.392 4.622 1.760 0.11 -0.06 0.28
H 2.278 2.118 -1.500 0.17 0.06 -0.09
H 1.903 2.247 0.232 0.04 0.10 0.02
H 2.896 3.486 -0.569 -0.13 0.02 -0.07
H 3.190 0.823 2.317 -0.05 0.05 -0.01
H 3.245 2.604 2.261 -0.06 -0.01 0.10
H 4.011 1.733 3.599 0.06 0.02 -0.01
H 5.091 4.241 2.738 0.01 -0.01 -0.04
H 4.515 4.978 1.217 0.03 0.11 0.03
H 6.074 5.454 1.904 0.06 -0.06 -0.08
```
Positions in Å, forces in eV/Å.



A structure of composition C34H42AsClN6O6S2V in a non-equilibrium geometry. Source: the Open Molecules 2025 dataset; level of theory: wB97M-V/def2-TZVPD.

The calculation puts the highest occupied orbital energy (alpha / beta) at -6.53 / -7.58 eV. As for the gap between HOMO and LUMO (alpha / beta): 6.383 / 7.244 eV. The energy above the lowest of the compared OMol25 structures with the same formula, charge and spin is 1.536 eV. The multiplicity is 4.

XYZ file:
```
93
Properties=species:S:1:pos:R:3:forces:R:3
V 0.024 0.992 -0.044 0.89 -0.50 0.14
C -2.862 0.336 -2.076 -0.03 0.19 0.15
N -1.633 1.118 -2.212 -0.11 0.10 -0.08
C -0.920 0.757 -3.440 -0.06 0.12 -0.04
C 0.552 0.495 -3.284 0.13 0.11 -0.10
C 1.220 -0.179 -4.301 -0.06 0.02 0.01
C 2.595 -0.281 -4.247 0.03 -0.05 -0.08
C 3.264 0.287 -3.179 0.01 0.05 0.09
C 2.521 0.904 -2.192 0.11 0.01 0.01
N 1.190 1.012 -2.238 -0.35 -0.13 0.13
C -1.951 2.553 -2.184 -0.06 -0.02 -0.08
C -0.717 3.331 -1.890 0.05 -0.11 0.13
C -0.001 4.082 -2.786 0.01 -0.04 -0.03
C 1.174 4.725 -2.409 -0.02 0.01 -0.02
C 1.574 4.640 -1.080 0.01 0.01 -0.01
C 0.836 3.914 -0.184 -0.02 -0.29 0.08
N -0.236 3.170 -0.601 -0.34 1.17 -0.37
C -2.564 -1.134 -2.077 0.03 -0.10 0.05
C -3.497 -2.082 -2.474 -0.01 0.02 0.05
C -3.166 -3.422 -2.348 0.08 -0.01 0.01
C -1.918 -3.760 -1.845 -0.05 0.03 -0.03
C -1.039 -2.737 -1.512 0.00 -0.18 0.00
N -1.353 -1.455 -1.633 0.00 -0.04 0.07
H -3.606 0.589 -2.847 0.06 -0.03 -0.03
H -3.283 0.599 -1.101 -0.11 -0.03 -0.02
H -1.020 1.570 -4.174 -0.01 -0.03 0.00
H -1.386 -0.117 -3.900 0.08 0.04 0.03
H 0.659 -0.608 -5.120 -0.02 0.00 -0.02
H 3.137 -0.797 -5.028 0.01 -0.02 -0.02
H 4.338 0.230 -3.087 0.04 0.00 0.02
H 2.994 1.311 -1.308 0.00 0.01 -0.04
H -2.687 2.729 -1.396 0.07 -0.03 -0.03
H -2.374 2.883 -3.144 0.00 0.04 0.06
H -0.379 4.167 -3.797 -0.01 -0.01 0.00
H 1.739 5.307 -3.121 0.01 0.01 -0.02
H 2.447 5.164 -0.720 0.02 0.00 0.02
H 1.048 3.826 0.871 -0.02 0.05 -0.03
H -4.462 -1.774 -2.855 -0.02 0.00 0.00
H -3.873 -4.190 -2.632 -0.01 -0.01 -0.01
H -1.622 -4.791 -1.719 0.00 -0.04 0.01
H -0.045 -2.946 -1.132 -0.03 0.04 0.01
O 2.380 -2.706 -1.782 -0.04 0.04 0.07
C 2.448 -3.308 -0.553 0.10 0.02 0.07
C 2.614 -4.680 -0.422 -0.02 0.04 -0.02
C 2.715 -5.252 0.837 0.00 0.01 0.02
C 2.664 -4.456 1.971 0.00 -0.01 -0.03
C 2.506 -3.085 1.832 -0.02 -0.02 0.01
C 2.384 -2.499 0.581 0.05 0.00 -0.03
C 2.134 -1.031 0.470 0.06 0.22 -0.07
O 1.046 -0.689 -0.112 -0.13 -0.50 0.00
N 3.041 -0.257 0.984 0.03 0.04 -0.01
N 2.737 1.110 0.890 -0.11 -0.11 -0.01
C 3.551 1.782 1.605 -0.14 -0.03 0.15
S 3.514 3.540 1.690 0.10 0.01 0.02
C 4.244 3.583 3.344 -0.01 -0.01 0.07
C 5.369 2.566 3.351 0.05 0.03 -0.03
S 4.751 1.014 2.640 0.01 -0.03 -0.02
H 2.482 -3.378 -2.462 0.01 -0.05 -0.05
H 2.678 -5.297 -1.312 0.00 -0.03 -0.02
H 2.842 -6.323 0.927 0.00 -0.02 0.00
H 2.747 -4.897 2.953 0.00 -0.02 0.04
H 2.464 -2.440 2.701 0.01 0.02 0.02
H 3.476 3.333 4.079 0.03 -0.01 -0.06
H 4.609 4.593 3.522 -0.01 0.02 0.00
H 5.695 2.351 4.369 -0.01 -0.01 0.00
H 6.221 2.929 2.776 -0.02 -0.02 0.01
O 0.111 0.869 2.042 -0.14 -0.13 0.09
Cl 0.492 2.030 2.980 -0.03 0.08 -0.20
O 1.225 1.394 4.067 0.03 0.02 0.01
O -0.760 2.593 3.469 0.03 -0.05 0.09
O -1.044 2.641 0.315 -0.15 0.15 -0.06
C -5.154 -1.114 0.642 -0.01 -0.07 0.00
C -3.858 -1.790 1.066 0.12 -0.02 0.09
As -2.323 -0.577 1.418 -0.12 0.03 -0.16
C -1.164 -1.955 2.227 -0.03 -0.09 -0.08
C -0.885 -1.801 3.714 0.02 0.02 0.03
C -3.074 0.392 2.951 0.01 -0.13 0.05
C -3.686 1.716 2.508 0.04 0.05 0.00
H -5.948 -1.850 0.492 -0.01 0.00 -0.01
H -5.049 -0.561 -0.292 0.04 0.04 -0.05
H -5.501 -0.414 1.400 -0.03 0.04 0.05
H -3.524 -2.510 0.314 -0.02 0.04 0.01
H -4.021 -2.353 1.991 0.02 0.01 -0.01
H -0.234 -1.926 1.658 -0.03 0.01 0.04
H -1.641 -2.919 2.018 0.04 0.07 0.02
H -0.386 -0.854 3.925 -0.01 -0.03 0.01
H -0.231 -2.605 4.059 0.01 -0.02 0.01
H -1.801 -1.846 4.305 -0.02 0.00 0.01
H -2.255 0.584 3.641 -0.02 0.01 0.00
H -3.804 -0.248 3.458 0.04 0.04 -0.05
H -2.917 2.359 2.077 -0.03 -0.02 0.01
H -4.121 2.246 3.357 0.00 0.01 0.02
H -4.474 1.579 1.765 -0.03 -0.01 -0.04
```
Positions in Å, forces in eV/Å.